Entry 1:
Entry from the Open Molecules 2025 dataset: a 9-piece molecular cluster, H18O9 overall at a distorted geometry (ωB97M-V/def2-TZVPD).

Each line ends with the Mulliken charge.
CARTESIAN COORDINATES (ANGSTROEM)
O (1.73, -1.89, -1.67)  -0.639
H (1.05, -1.41, -1.18)  0.301
H (1.53, -2.82, -1.52)  0.334
O (1.68, 2.35, 0.02)  -0.615
H (1.36, 1.54, -0.42)  0.375
H (2.12, 2.86, -0.66)  0.278
O (0.47, -0.53, 2.72)  -0.605
H (0.07, -1.36, 2.39)  0.290
H (0.22, -0.47, 3.65)  0.280
O (0.47, -2.98, 1.14)  -0.635
H (-0.05, -3.58, 1.70)  0.309
H (-0.17, -2.56, 0.52)  0.330
O (-1.96, 0.70, -2.23)  -0.740
H (-1.13, 0.93, -2.69)  0.357
H (-2.50, 0.27, -2.91)  0.310
O (1.43, 2.33, 2.50)  -0.643
H (2.02, 2.72, 1.84)  0.331
H (1.36, 1.39, 2.26)  0.349
O (-1.49, 3.23, -0.79)  -0.650
H (-1.86, 2.56, -1.39)  0.380
H (-0.62, 2.88, -0.53)  0.335
O (0.22, 0.10, -0.07)  -0.587
H (-0.66, 0.38, -0.39)  0.249
H (0.27, 0.44, 0.84)  0.322
O (-1.48, -2.32, -0.97)  -0.561
H (-2.01, -1.76, -1.55)  0.261
H (-2.07, -3.00, -0.62)  0.283

DFT total energy = -18719.8986 eV
Spin multiplicity = 1
LUMO level = -0.01197 hartree
Total charge = 0
SMILES = O.O.O.O.O.O.O.O.O
ΔE to the lowest compared entry with this formula, charge and spin = 215.82 kJ/mol

Entry 2:
Entry from the Open Molecules 2025 dataset: a 9-piece molecular cluster, H18O9 overall (ωB97M-V/def2-TZVPD).

Each line ends with the Mulliken charge.
CARTESIAN COORDINATES (ANGSTROEM)
O (-2.63, 0.27, -0.69)  -0.639
H (-3.24, 0.51, 0.01)  0.324
H (-1.74, 0.32, -0.28)  0.364
O (2.02, -1.53, 1.05)  -0.621
H (2.88, -1.57, 1.47)  0.304
H (1.40, -1.46, 1.79)  0.305
O (-1.93, -0.11, -3.66)  -0.622
H (-1.68, 0.11, -2.76)  0.328
H (-2.87, 0.09, -3.70)  0.299
O (0.08, 0.31, -0.02)  -0.560
H (0.55, 0.13, -0.84)  0.216
H (0.76, 0.30, 0.66)  0.306
O (-1.93, -2.04, 1.54)  -0.608
H (-1.43, -2.08, 0.72)  0.327
H (-2.78, -1.67, 1.28)  0.295
O (-0.10, 0.19, 2.91)  -0.682
H (-0.87, 0.66, 2.56)  0.316
H (-0.47, -0.58, 3.36)  0.293
O (0.58, 1.59, -3.01)  -0.616
H (1.50, 1.47, -2.74)  0.315
H (0.26, 2.33, -2.47)  0.305
O (2.15, -1.12, -2.33)  -0.627
H (3.03, -1.19, -2.73)  0.300
H (1.57, -0.94, -3.08)  0.328
O (1.75, 2.30, 3.42)  -0.640
H (1.92, 2.20, 4.36)  0.306
H (1.24, 1.52, 3.17)  0.388

DFT total energy = -18720.0460 eV
Spin multiplicity = 1
LUMO level = 0.00603 hartree
Total charge = 0
SMILES = O.O.O.O.O.O.O.O.O
ΔE to the lowest compared entry with this formula, charge and spin = 201.61 kJ/mol